17
Properties=species:S:1:pos:R:3 method="wB97M-V/def2-TZVPD" total_energy_ha=-795.1547 lumo_energy_ev="0.256 / 0.256" max_force_ev_per_a=3.86
C -0.957 -0.727 1.208
C -1.057 -1.528 0.126
C 0.560 1.990 -0.590
C 0.121 0.133 1.477
C -0.067 -1.536 -0.985
C 0.939 0.623 -0.420
N -0.434 2.217 -1.378
N 0.676 0.536 2.503
N 0.275 -0.169 -1.367
S -0.963 0.844 -2.100
H -1.810 -0.637 1.872
H -1.968 -2.089 -0.020
H 1.001 2.808 -0.045
H 0.874 -2.032 -0.720
H -0.488 -2.024 -1.867
H 1.939 0.309 -0.157
H 1.360 1.281 2.462